Here is a cluster of 2 separate species, C4H5NO in total at a distorted geometry from the Open Molecules 2025 dataset. Energies are from wB97M-V/def2-TZVPD.

Each line ends with the natural charge from an NBO analysis.
Positions of all 11 atoms, in Å:
C (-4.12382, -0.21879, 0.39001)  0.366
C (0.78005, 0.86675, -0.10788)  -0.437
C (0.83759, -0.56014, -0.57609)  -0.429
C (-0.48444, 0.10037, -0.26558)  0.155
N (-1.67312, -0.07892, -0.16633)  -0.241
O (-4.81515, 0.20827, -0.44783)  -0.488
H (1.09149, 1.09136, 0.90318)  0.239
H (0.97720, 1.65014, -0.82420)  0.240
H (1.05190, -0.76740, -1.61332)  0.235
H (1.16413, -1.32592, 0.11355)  0.233
H (-3.81256, -1.20770, 0.70184)  0.128

lowest unoccupied orbital energy (spin up / spin down): 0.86 / -0.49 eV
total energy: -285.218989 hartree
charge: 0
Kohn-Sham gap (spin up / spin down): 9.63 / 6.63 eV
energy above the lowest of the compared OMol25 structures with the same formula, charge and spin: 5.3224 eV

=====

Here is a cluster of 2 separate species, C5H10NO in total at a distorted geometry from the Open Molecules 2025 dataset. Energies are from wB97M-V/def2-TZVPD.

Each line ends with the natural charge from an NBO analysis.
Positions of all 17 atoms, in Å:
C (-0.58731, -1.11174, 1.02244)  0.118
C (-3.42385, 0.68829, -0.42518)  -0.713
C (3.59131, 0.31033, -0.20807)  -0.728
C (-1.96466, 0.57990, -0.21517)  0.254
C (2.31837, -0.50309, -0.18248)  0.491
N (-1.35293, -0.33868, 0.39947)  -0.312
O (1.51553, -0.45123, 0.72613)  -0.582
H (-0.63074, -0.97554, 2.12651)  0.253
H (-3.67264, 0.88643, -1.49815)  0.280
H (-3.96750, -0.27906, -0.27691)  0.260
H (-3.84303, 1.61718, -0.05653)  0.285
H (3.33503, 1.07183, 0.58108)  0.249
H (3.85357, 0.68059, -1.18964)  0.256
H (4.30749, -0.44121, 0.27768)  0.270
H (-1.44723, 1.53236, -0.47190)  0.232
H (2.11827, -1.18207, -1.17634)  0.120
H (-0.14966, -2.08429, 0.56703)  0.266

lowest unoccupied orbital energy: -3.95 eV
total energy: -326.166425 hartree
charge: +1
Kohn-Sham gap: 9.96 eV
energy above the lowest of the compared OMol25 structures with the same formula, charge and spin: 3.1397 eV